Record 1
{"formula": "C5H6O2", "method": "ωB97M-V/def2-TZVPD", "smiles": "C#C[C@@H](C)OC=O", "e_homo_ev": -10.3949, "charge": 0, "de_lowest_ev": 1.855, "energy_ev": -9375.241, "multiplicity": 1, "symbols": ["C", "C", "C", "C", "O", "C", "O", "H", "H", "H", "H", "H", "H"], "coordinates": [[-0.954, 2.437, 0.167], [-0.576, 1.295, 0.200], [-0.114, -0.098, 0.243], [-1.234, -1.102, 0.012], [0.863, -0.278, -0.808], [2.138, -0.449, -0.431], [2.548, -0.518, 0.697], [-1.280, 3.454, 0.134], [0.383, -0.286, 1.199], [-1.677, -0.956, -0.976], [-2.012, -0.974, 0.770], [-0.836, -2.119, 0.079], [2.764, -0.523, -1.331]], "lowdin_charge": [0.137, -0.066, -0.372, -0.028, -0.007, -0.329, 0.075, 0.031, 0.141, 0.091, 0.091, 0.088, 0.148]}


Record 2
{"formula": "C20H49BIN4O5S2", "method": "ωB97M-V/def2-TZVPD", "e_homo_ev": -4.7357, "charge": -1, "energy_ev": -68180.785, "multiplicity": 1, "symbols": ["O", "B", "I", "C", "C", "C", "S", "C", "S", "N", "C", "C", "O", "C", "C", "H", "H", "H", "H", "H", "H", "H", "H", "H", "H", "H", "H", "H", "H", "H", "H", "C", "C", "C", "O", "C", "N", "H", "H", "H", "H", "H", "H", "H", "H", "H", "H", "H", "C", "C", "C", "O", "C", "N", "H", "H", "H", "H", "H", "H", "H", "H", "H", "H", "H", "C", "C", "C", "O", "C", "N", "H", "H", "H", "H", "H", "H", "H", "H", "H", "H", "H"], "coordinates": [[-3.221, 0.711, 6.083], [-1.797, 0.692, 5.755], [-1.580, 1.689, 3.682], [-0.859, 1.532, 6.775], [-1.092, 1.042, 8.207], [-0.072, 1.449, 9.282], [1.664, 1.710, 8.750], [2.426, 0.211, 9.381], [3.440, 0.261, 10.655], [2.164, -1.004, 8.716], [1.949, -0.899, 7.268], [1.900, -2.324, 6.666], [2.017, -3.338, 7.650], [1.050, -3.197, 8.666], [1.072, -1.786, 9.304], [-3.438, -0.113, 6.513], [-1.362, -0.450, 5.618], [0.192, 1.386, 6.496], [-1.057, 2.612, 6.706], [-1.181, -0.058, 8.204], [-2.070, 1.412, 8.540], [-0.343, 2.407, 9.737], [-0.038, 0.722, 10.100], [1.016, -0.362, 7.048], [2.773, -0.331, 6.832], [2.732, -2.488, 5.980], [0.962, -2.455, 6.108], [1.288, -3.961, 9.408], [0.047, -3.401, 8.262], [0.107, -1.281, 9.134], [1.240, -1.854, 10.382], [0.389, 1.662, -1.965], [-0.702, 1.825, -0.913], [-2.067, 2.214, -1.495], [-2.186, 3.566, -1.912], [-1.633, 3.864, -3.173], [-0.245, 2.713, 0.151], [0.750, 2.627, -2.324], [1.244, 1.137, -1.541], [0.030, 1.091, -2.825], [-0.859, 0.846, -0.445], [-2.824, 2.085, -0.720], [-2.318, 1.554, -2.339], [-1.715, 3.008, -3.854], [-0.578, 4.146, -3.110], [-2.192, 4.704, -3.587], [-0.922, 2.688, 0.909], [-0.246, 3.669, -0.194], [-3.702, -0.748, -7.469], [-2.386, 0.019, -7.512], [-1.296, -0.560, -6.606], [-1.463, -0.298, -5.222], [-2.321, -1.178, -4.524], [-2.653, 1.437, -7.270], [-4.255, -0.528, -6.554], [-4.333, -0.454, -8.308], [-3.537, -1.826, -7.517], [-1.987, -0.061, -8.530], [-0.338, -0.106, -6.867], [-1.197, -1.641, -6.776], [-2.228, -2.202, -4.905], [-3.369, -0.876, -4.588], [-2.020, -1.162, -3.477], [-1.808, 1.980, -7.411], [-2.896, 1.559, -6.291], [4.126, -1.206, -5.086], [2.672, -1.642, -4.936], [2.127, -2.435, -6.123], [1.844, -1.663, -7.274], [2.928, -1.419, -8.144], [1.855, -0.486, -4.589], [4.212, -0.358, -5.769], [4.517, -0.887, -4.122], [4.751, -2.017, -5.466], [2.620, -2.332, -4.086], [1.170, -2.873, -5.826], [2.805, -3.260, -6.384], [3.613, -2.273, -8.172], [3.496, -0.529, -7.860], [2.517, -1.266, -9.142], [0.904, -0.764, -4.371], [1.777, 0.123, -5.397]], "lowdin_charge": [-0.123, -1.134, 0.542, -0.297, -0.292, -0.438, 0.860, -1.118, 0.640, -0.199, -0.151, -0.159, -0.141, -0.178, -0.144, 0.041, 0.042, 0.043, 0.088, 0.083, 0.111, 0.068, 0.066, 0.084, 0.123, 0.120, 0.122, 0.118, 0.122, 0.095, 0.113, -0.072, -0.437, -0.197, -0.183, -0.119, 0.046, 0.063, 0.076, 0.054, 0.137, 0.125, 0.109, 0.079, 0.074, 0.083, -0.017, 0.068, -0.069, -0.435, -0.211, -0.212, -0.103, 0.042, 0.066, 0.074, 0.078, 0.135, 0.109, 0.119, 0.090, 0.076, 0.086, 0.070, 0.066, -0.067, -0.436, -0.205, -0.203, -0.107, 0.062, 0.065, 0.077, 0.076, 0.138, 0.119, 0.119, 0.088, 0.076, 0.085, 0.058, 0.073]}


Record 3
{"formula": "C11H19O3P", "method": "ωB97M-V/def2-TZVPD", "e_homo_ev": [-7.6954, -8.5757], "charge": 0, "de_lowest_ev": 3.820, "energy_ev": -27141.301, "multiplicity": 1, "symbols": ["C", "C", "C", "C", "C", "C", "C", "C", "C", "C", "C", "O", "O", "O", "P", "H", "H", "H", "H", "H", "H", "H", "H", "H", "H", "H", "H", "H", "H", "H", "H", "H", "H", "H"], "coordinates": [[2.909, 0.640, -1.461], [1.268, 0.122, 2.533], [2.128, -0.404, -1.270], [0.721, -1.015, 1.987], [1.400, -2.599, -0.184], [2.145, -1.358, -0.162], [1.072, -1.503, 0.757], [-3.531, -2.166, -0.648], [1.193, 2.890, 0.441], [-3.732, -0.569, -0.827], [-0.295, 2.738, 0.252], [-1.172, 0.958, -1.738], [-2.834, 0.144, 0.122], [-0.830, 1.535, 0.714], [-1.270, 0.376, -0.349], [2.749, 1.323, -2.272], [3.586, 0.842, -0.752], [1.022, 0.585, 3.506], [2.040, 0.687, 1.952], [1.207, -0.603, -1.863], [-0.071, -1.502, 2.482], [0.795, -2.757, -1.000], [1.816, -3.605, 0.126], [3.197, -1.472, 0.269], [-2.537, -2.291, -0.809], [-3.735, -2.658, 0.319], [-4.045, -2.713, -1.398], [1.543, 3.711, -0.053], [1.508, 2.810, 1.559], [1.607, 1.996, -0.169], [-4.621, -0.263, -0.298], [-3.694, -0.232, -1.816], [-0.726, 2.920, -0.801], [-0.810, 3.436, 0.853]], "lowdin_charge": [0.004, 0.044, -0.148, -0.171, -0.059, -0.322, -0.180, -0.042, -0.062, -0.183, -0.331, -0.341, -0.286, -0.274, 0.744, 0.072, 0.026, 0.073, 0.065, 0.112, 0.092, 0.073, 0.137, 0.182, 0.003, 0.085, 0.055, 0.037, 0.108, 0.067, 0.104, 0.085, 0.135, 0.098]}


Record 4
{"formula": "C26H21F6N5O7S2Ti", "method": "ωB97M-V/def2-TZVPD", "e_homo_ev": [-5.4801, -5.8133], "charge": -1, "energy_ev": -110182.606, "multiplicity": 2, "symbols": ["Ti", "C", "C", "C", "C", "C", "C", "C", "C", "N", "C", "O", "C", "C", "C", "C", "C", "N", "C", "O", "N", "C", "C", "C", "C", "C", "C", "C", "C", "H", "H", "H", "H", "H", "H", "H", "H", "H", "H", "H", "H", "H", "H", "H", "H", "H", "H", "H", "H", "H", "F", "C", "F", "F", "S", "O", "O", "N", "S", "O", "O", "C", "F", "F", "F", "O", "C", "N"], "coordinates": [[0.369, 0.721, -0.275], [0.679, -3.822, -0.819], [-0.409, -3.275, -1.711], [-1.322, -4.159, -2.274], [-2.357, -3.712, -3.077], [-2.488, -2.352, -3.304], [-1.591, -1.439, -2.761], [-1.767, 0.027, -3.036], [-0.528, -1.901, -1.976], [0.412, -1.007, -1.383], [1.737, -1.276, -1.686], [2.156, -1.912, -2.628], [2.631, -0.834, -0.533], [3.873, -1.316, -0.175], [4.283, -1.139, 1.142], [3.416, -0.607, 2.090], [2.199, -0.135, 1.651], [1.923, -0.159, 0.358], [0.941, 0.137, 2.470], [0.996, 0.275, 3.674], [-0.182, 0.035, 1.671], [-1.378, -0.228, 2.417], [-2.417, 0.698, 2.534], [-2.349, 2.058, 1.891], [-3.545, 0.362, 3.281], [-3.657, -0.866, 3.913], [-2.624, -1.782, 3.785], [-1.490, -1.483, 3.042], [-0.397, -2.515, 2.936], [0.366, -4.772, -0.382], [0.907, -3.130, -0.006], [1.605, -3.987, -1.378], [-1.213, -5.221, -2.070], [-3.054, -4.414, -3.519], [-3.298, -1.980, -3.923], [-2.465, 0.189, -3.859], [-0.819, 0.494, -3.289], [-2.163, 0.548, -2.167], [4.465, -1.863, -0.895], [5.257, -1.498, 1.451], [3.647, -0.598, 3.147], [-2.501, 2.001, 0.817], [-1.382, 2.527, 2.062], [-3.123, 2.711, 2.294], [-4.341, 1.095, 3.375], [-4.534, -1.104, 4.504], [-2.693, -2.751, 4.272], [-0.802, -3.516, 3.092], [0.380, -2.339, 3.687], [0.078, -2.482, 1.956], [3.778, 4.475, 0.911], [3.051, 3.709, 0.098], [3.164, 4.164, -1.141], [3.523, 2.468, 0.164], [1.275, 3.801, 0.697], [0.837, 2.441, 1.031], [1.386, 4.718, 1.782], [0.468, 4.373, -0.517], [-0.836, 3.723, -1.110], [-2.008, 4.498, -0.845], [-1.013, 2.278, -0.894], [-0.531, 3.958, -2.935], [-1.309, 4.953, -3.343], [0.730, 4.263, -3.198], [-0.870, 2.858, -3.586], [3.188, 1.649, -3.302], [2.314, 1.663, -2.505], [1.422, 1.704, -1.697]], "lowdin_charge": [1.051, -0.034, -0.194, -0.064, -0.100, -0.063, -0.198, -0.045, -0.170, -0.007, -0.484, 0.090, -0.158, 0.028, -0.027, 0.025, -0.151, -0.022, -0.487, 0.087, 0.005, -0.173, -0.191, -0.028, -0.062, -0.098, -0.065, -0.199, -0.031, 0.078, 0.062, 0.084, 0.103, 0.093, 0.103, 0.082, 0.064, 0.069, 0.125, 0.109, 0.124, 0.063, 0.073, 0.082, 0.102, 0.093, 0.103, 0.076, 0.085, 0.058, 0.133, -0.655, 0.149, 0.144, 0.660, -0.377, -0.245, -0.281, 0.661, -0.253, -0.421, -0.675, 0.141, 0.149, 0.146, 0.101, -0.464, 0.021]}


Please write out number 3 again, unchanged.
{"formula": "C11H19O3P", "method": "ωB97M-V/def2-TZVPD", "e_homo_ev": [-7.6954, -8.5757], "charge": 0, "de_lowest_ev": 3.820, "energy_ev": -27141.301, "multiplicity": 1, "symbols": ["C", "C", "C", "C", "C", "C", "C", "C", "C", "C", "C", "O", "O", "O", "P", "H", "H", "H", "H", "H", "H", "H", "H", "H", "H", "H", "H", "H", "H", "H", "H", "H", "H", "H"], "coordinates": [[2.909, 0.640, -1.461], [1.268, 0.122, 2.533], [2.128, -0.404, -1.270], [0.721, -1.015, 1.987], [1.400, -2.599, -0.184], [2.145, -1.358, -0.162], [1.072, -1.503, 0.757], [-3.531, -2.166, -0.648], [1.193, 2.890, 0.441], [-3.732, -0.569, -0.827], [-0.295, 2.738, 0.252], [-1.172, 0.958, -1.738], [-2.834, 0.144, 0.122], [-0.830, 1.535, 0.714], [-1.270, 0.376, -0.349], [2.749, 1.323, -2.272], [3.586, 0.842, -0.752], [1.022, 0.585, 3.506], [2.040, 0.687, 1.952], [1.207, -0.603, -1.863], [-0.071, -1.502, 2.482], [0.795, -2.757, -1.000], [1.816, -3.605, 0.126], [3.197, -1.472, 0.269], [-2.537, -2.291, -0.809], [-3.735, -2.658, 0.319], [-4.045, -2.713, -1.398], [1.543, 3.711, -0.053], [1.508, 2.810, 1.559], [1.607, 1.996, -0.169], [-4.621, -0.263, -0.298], [-3.694, -0.232, -1.816], [-0.726, 2.920, -0.801], [-0.810, 3.436, 0.853]], "lowdin_charge": [0.004, 0.044, -0.148, -0.171, -0.059, -0.322, -0.180, -0.042, -0.062, -0.183, -0.331, -0.341, -0.286, -0.274, 0.744, 0.072, 0.026, 0.073, 0.065, 0.112, 0.092, 0.073, 0.137, 0.182, 0.003, 0.085, 0.055, 0.037, 0.108, 0.067, 0.104, 0.085, 0.135, 0.098]}


- Which of these has the highest multiplicity?
  C26H21F6N5O7S2Ti